No. 1
ORCA calculation (wB97M-V/def2-TZVPD) on a molecular structure, C11H19InNSi.

Structure (ORCA input):
```
! RIJCOSX wB97M-V def2-TZVPD def2/J DEFGRID3
* xyz -1 1
C -0.81228 -1.55395 2.69354
H -1.01384 1.89005 -0.29800
H -0.81845 -1.06357 3.67036
H 0.37367 0.32772 -3.36435
C -3.01029 -1.28568 1.34917
H 1.08511 4.44126 2.27756
Si 1.02278 2.36921 0.88206
C 1.62477 -1.84746 -1.13801
H 2.64615 2.34081 -1.00389
H -0.13028 -2.40020 2.54890
H 2.63312 3.92184 -0.18698
H 2.99563 1.96839 2.34289
C 2.25883 1.30415 1.85947
H -3.37094 -0.66501 0.52547
C 0.33896 3.66319 2.06187
C 1.78226 -0.71477 -1.97760
C -0.41717 -1.39969 -2.16925
H -1.42510 -1.53553 -2.55649
H 1.33490 3.49870 -1.33121
H 2.71375 -0.17927 -2.15902
In -0.27516 -0.59011 0.18818
H -0.10447 -3.29754 -0.95661
C 0.26999 -2.32380 -1.27855
H 2.41262 -2.35104 -0.57559
C -1.71936 -1.26402 1.71610
C 0.54457 -0.44192 -2.60992
N -0.28446 1.41960 0.22806
C 1.99692 3.10267 -0.54920
H 2.82319 0.61915 1.20925
H -0.55111 4.15058 1.64093
H 1.77941 0.70836 2.64870
H 0.03899 3.20604 3.01582
H -3.75715 -1.88791 1.86826
*
```

Output
largest force on an atom = 0.058 hartree/bohr
electronic energy = -964.81578 hartree

Atom charges from the Löwdin analysis, given in e for atoms 1 to 6: -0.25, -0.01, -0.01, 0.09, -0.13, 0.02

No. 2
ORCA calculation (wB97M-V/def2-TZVPD) on 6 unconnected molecules or ions with the total composition C6H21NO6.

Structure (ORCA input):
```
! RIJCOSX wB97M-V def2-TZVPD def2/J DEFGRID3
* xyz -1 2
H -1.32631 1.11019 -0.25720
H -0.10300 -2.72186 -2.55975
O 2.98359 -1.93942 1.22450
H -2.42508 -1.55196 3.35841
H 3.04311 -1.47136 0.37576
H 1.82322 2.99123 1.37901
H 0.20043 -0.11495 1.36830
H -0.90121 2.77853 -1.94172
H -0.71185 -0.85149 -3.41066
H -2.36265 -2.32255 0.84928
H 1.65462 1.51593 0.41525
C -1.64408 -1.17248 2.70124
O 1.58190 -0.78109 -0.90294
H 1.24117 -1.53541 -1.39856
H 1.03591 3.85050 -0.70923
C 0.39849 3.09948 -0.24571
C -0.14069 2.23603 -1.37065
O -0.64104 0.95384 -0.92260
C -0.32738 0.58788 2.02389
H 2.22324 -1.49278 1.61324
O -1.17435 -1.13897 -2.61430
H 0.60937 1.93665 -2.08989
C 0.12138 1.88657 1.94606
O 0.78585 -3.11830 -2.45482
H -1.28228 -0.29801 -2.12996
N -1.31717 0.13432 2.80755
C 1.10177 2.32985 0.87874
H 0.64291 -3.81657 -1.80694
H -1.08364 -1.88082 2.09815
H -0.41837 3.65530 0.21293
H -0.25201 2.68636 2.58387
O -2.39966 -2.83892 0.02172
H 0.84979 -0.31112 -0.47405
H -1.78599 -2.39460 -0.56891
*
```

Output
largest force on an atom = 0.020 hartree/bohr
electronic energy = -747.36984 hartree

Atom charges from the Löwdin analysis, given in e for atoms 1 to 6: 0.11, 0.01, -0.09, 0.00, 0.00, 0.09

No. 3
ORCA calculation (wB97M-V/def2-TZVPD) on C3H6N4O in the gas phase.

Structure (ORCA input):
```
! RIJCOSX wB97M-V def2-TZVPD def2/J DEFGRID3
* xyz 0 1
H -1.03123 1.24506 3.73223
H 0.94073 1.00034 2.01253
H -1.35398 0.18959 0.22462
N -0.56461 0.81180 0.33703
O -0.31352 -2.09962 0.32146
H 0.73207 -1.99963 -1.33484
N 0.38366 -0.04810 -0.31320
N 1.07562 0.21420 -2.58128
C 0.47137 0.71048 -1.67223
H 0.08364 1.72897 -1.53665
C -0.22161 0.96977 1.72931
H 0.88894 0.57570 -3.63296
N -1.13024 0.87368 2.59738
C 0.39974 -1.49762 -0.44309
*
```

Output
largest force on an atom = 0.139 hartree/bohr
electronic energy = -412.02984 hartree
structure (SMILES) = [H]/N=C/NN(C=O)/C=N/[H]

Atom charges from the Löwdin analysis, given in e for atoms 1 to 6: 0.15, 0.15, 0.12, -0.02, 0.03, 0.12

No. 4
ORCA calculation (wB97M-V/def2-TZVPD) on 2 unconnected molecules or ions with the total composition C2H6O2S.

Structure (ORCA input):
```
! RIJCOSX wB97M-V def2-TZVPD def2/J DEFGRID3
* xyz 0 1
H -2.86578 0.03798 0.87485
O 1.69968 0.01372 -0.40357
H -1.26044 -1.52291 1.96455
O 0.98718 1.91856 -1.35847
H 0.16482 -1.06379 0.99771
H -1.03306 -2.07283 0.28398
C -0.88378 -1.25895 0.99003
H 0.41381 1.93610 -0.57690
S -1.63636 0.29755 0.43300
C 1.79669 0.87407 -1.24010
H 2.61722 0.84050 -1.96507
*
```

Output
largest force on an atom = 0.019 hartree/bohr
electronic energy = -628.46609 hartree
structure (SMILES) = O=CO.CS

Atom charges from the Löwdin analysis, given in e for atoms 1 to 6: -0.17, 0.04, 0.02, 0.08, -0.02, 0.03

No. 5
ORCA calculation (wB97M-V/def2-TZVPD) on C2H4BrNO2 in the gas phase.

Structure (ORCA input):
```
! RIJCOSX wB97M-V def2-TZVPD def2/J DEFGRID3
* xyz 0 1
O 0.09890 0.60546 0.74294
C -0.38625 -0.50004 1.45938
H -0.66074 -0.27092 2.46633
H -1.14898 -0.95587 0.99138
H 1.92367 0.07222 -1.04574
N 0.03718 0.52256 -0.61538
H 0.35868 -1.16548 1.57561
Br -1.86092 0.84546 -1.17035
C 0.99116 0.34734 -1.63951
O 0.64729 0.49927 -2.76466
*
```

Output
largest force on an atom = 0.074 hartree/bohr
electronic energy = -2857.71714 hartree
structure (SMILES) = CON(Br)C=O

Atom charges from the Löwdin analysis, given in e for atoms 1 to 6: -0.20, -0.08, 0.10, 0.03, 0.16, -0.40

No. 6
ORCA calculation (wB97M-V/def2-TZVPD) on 2 unconnected molecules or ions with the total composition C5H12NOS.

Structure (ORCA input):
```
! RIJCOSX wB97M-V def2-TZVPD def2/J DEFGRID3
* xyz -1 1
H 0.51174 1.11451 1.80575
O -1.50082 -1.26924 1.05474
H 2.04217 -2.07315 0.57739
H 3.09160 -1.19488 -0.34942
C 0.84804 0.04559 1.50752
H -3.99725 1.02086 -0.82744
H 1.72367 0.60904 -1.79314
C 1.05697 0.97289 -0.97654
N -1.14144 -1.31650 -0.24687
H 0.00778 1.10952 -1.21323
H 1.36638 -0.34423 2.43113
H -2.87609 0.62615 0.59618
S -1.89877 -0.29197 -1.29824
H -0.18479 -0.54425 1.62753
H -2.46313 2.03783 -0.56136
C 1.94091 -1.35542 -0.28192
C 1.24569 -0.08624 0.11504
C -2.90191 1.02120 -0.43611
H 1.59759 -2.06496 -1.11480
H 1.53166 1.98325 -0.61622
*
```

Output
largest force on an atom = 0.066 hartree/bohr
electronic energy = -725.72010 hartree

Atom charges from the Löwdin analysis, given in e for atoms 1 to 6: 0.08, -0.40, 0.06, 0.07, -0.16, 0.03

No. 7
ORCA calculation (wB97M-V/def2-TZVPD) on 2 unconnected molecules or ions with the total composition C3H8Si.

Structure (ORCA input):
```
! RIJCOSX wB97M-V def2-TZVPD def2/J DEFGRID3
* xyz 0 1
C 1.94229 0.02831 -0.21368
H 1.94129 -2.13089 0.24640
C 2.41003 -1.15590 0.07479
H -3.10498 -0.74610 -0.82383
H -2.68022 1.22567 0.18173
H 1.31978 1.52646 0.96569
H 1.92933 2.05982 -0.76957
H -1.00279 -0.01253 -0.78328
H 3.41422 -1.12090 0.62933
C 1.70960 1.29058 -0.02752
H -1.32786 -0.46734 1.24549
Si -2.16681 -0.08781 0.04191
*
```

Output
largest force on an atom = 0.046 hartree/bohr
electronic energy = -408.44193 hartree
structure (SMILES) = [SiH4].C=C=C

Atom charges from the Löwdin analysis, given in e for atoms 1 to 6: -0.22, 0.05, -0.03, -0.14, -0.15, 0.07

No. 8
ORCA calculation (wB97M-V/def2-TZVPD) on a gas-phase ion, C13H10NO4S (charge -1).

Structure (ORCA input):
```
! RIJCOSX wB97M-V def2-TZVPD def2/J DEFGRID3
* xyz -1 1
H 2.99735 -1.89517 -2.38110
H -1.72745 2.25810 -0.76762
O 3.56857 -0.01409 4.07948
H -2.09847 -0.41845 0.70258
H 0.28010 0.21880 -2.81903
H 1.06322 -0.76029 4.10810
O 4.65810 -1.49379 2.84997
C 3.62711 -0.88838 3.17514
H -3.33519 1.52804 -0.44288
C -1.03624 -0.03802 -1.13101
C -0.11632 -1.34741 2.27660
C 2.33484 -1.56501 0.98527
C -2.59588 1.75977 -1.21524
C 2.28820 -1.17702 2.45557
H -2.49606 3.44577 -2.62851
H -1.92346 0.61576 -2.80029
S 2.89788 -0.61827 -1.95285
N -2.17071 0.47754 -1.82829
O 3.17417 -2.29505 0.51344
C 0.17222 -0.09390 -1.78282
C 1.11966 -1.06547 3.06656
C -1.15121 -0.44449 0.17378
C -3.21606 2.71502 -2.24482
C 1.17938 -0.98511 0.16361
C 1.30011 -0.56194 -1.14700
C -0.03553 -0.91010 0.82198
O -1.09495 -1.90103 2.73688
H -4.06413 3.28148 -1.84788
H -3.59925 2.17273 -3.11963
*
```

Output
largest force on an atom = 0.042 hartree/bohr
electronic energy = -1255.33563 hartree
structure (SMILES) = CCNc1cc(S)c2c(c1)C(=O)C=C(C(=O)[O-])C2=O

Atom charges from the Löwdin analysis, given in e for atoms 1 to 6: -0.12, 0.12, -0.07, 0.13, 0.11, 0.13

Q: Which formula does entry 7 have?
A: C3H8Si